Formula: C13H17BrN2O
Source: the Open Molecules 2025 dataset
Level of theory: the ωB97M-V functional and the def2-TZVPD basis

Each line ends with the Mulliken charge.
Atoms and positions in Å:
O -2.892 2.976 0.216  -0.623
C -2.152 2.119 -0.212  0.383
C -2.599 1.100 -1.232  -0.778
C -2.659 -0.311 -0.634  -0.942
C -3.717 -0.427 0.470  0.435
C -5.134 -0.565 -0.093  -1.002
C -5.300 -2.057 -0.423  -0.631
C -4.210 -2.794 0.376  -0.684
C -3.563 -1.727 1.262  -1.106
N -0.873 2.063 0.298  -0.102
C 0.278 1.333 0.087  0.515
C 0.557 0.502 -1.004  -0.005
C 1.781 -0.138 -1.048  -0.651
C 2.687 0.066 -0.017  0.033
Br 4.379 -0.797 -0.030  -0.190
C 2.339 0.923 1.016  -0.300
N 1.175 1.531 1.055  -0.569
H -1.946 1.130 -2.104  0.376
H -3.596 1.404 -1.554  0.360
H -2.885 -1.020 -1.431  0.251
H -1.685 -0.575 -0.217  0.593
H -3.635 0.444 1.124  0.530
H -5.851 -0.269 0.673  0.377
H -5.302 0.066 -0.964  0.291
H -5.178 -2.233 -1.492  0.259
H -6.295 -2.403 -0.149  0.388
H -3.467 -3.222 -0.297  0.251
H -4.622 -3.609 0.969  0.405
H -4.111 -1.641 2.201  0.360
H -2.524 -1.957 1.497  0.402
H -0.749 2.709 1.074  0.257
H -0.138 0.359 -1.811  0.231
H 2.029 -0.785 -1.876  0.462
H 3.015 1.129 1.834  0.422

Cartesian forces (eV/Å) of the 2 atoms listed first:
O -0.244 0.113 0.064
C -0.043 -0.111 -0.330

## Properties
* LUMO energy: 0.0208 Ha
* E_HOMO: -8.83 eV
* molar mass: 297.196 g mol⁻¹
* E: -3264.3641 a.u.
* SMILES: O=C(CCC1CCCC1)Nc1ccc(Br)cn1

Formula: C34H34N4O8Sn
Source: the Open Molecules 2025 dataset
Level of theory: the ωB97M-V functional and the def2-TZVPD basis

Each line ends with the Mulliken charge.
Atoms and positions in Å:
Sn -1.217 0.932 -0.888  0.652
C -2.288 4.946 -0.398  -0.436
O -3.708 4.964 -0.227  -0.558
C -4.242 3.905 0.468  0.432
C -5.179 4.183 1.434  -0.544
C -5.779 3.159 2.179  -0.601
C -5.377 1.861 1.954  -0.834
C -4.414 1.547 0.984  0.803
C -4.010 0.160 0.871  -0.832
N -2.986 -0.284 0.245  0.661
N -2.784 -1.658 0.354  -0.901
C -1.534 -1.944 0.085  -0.057
O -0.606 -1.114 -0.178  -0.023
C -1.150 -3.392 0.068  0.234
C -2.094 -4.407 0.194  -0.519
C -1.703 -5.735 0.119  -0.577
C -0.365 -6.059 -0.079  -0.341
C 0.578 -5.047 -0.195  -0.829
C 0.190 -3.716 -0.124  0.066
C -3.863 2.560 0.152  0.755
O -3.088 2.314 -0.839  -0.938
H -1.962 5.987 -0.341  0.343
H -2.013 4.515 -1.358  0.245
H -1.804 4.359 0.385  0.023
H -5.433 5.223 1.607  0.382
H -6.520 3.390 2.934  0.345
H -5.797 1.050 2.542  0.301
H -4.601 -0.571 1.428  0.279
H -3.130 -4.131 0.339  0.419
H -2.444 -6.522 0.204  0.370
H -0.061 -7.097 -0.144  0.367
H 1.622 -5.291 -0.349  0.399
H 0.907 -2.909 -0.232  0.312
O -0.234 2.451 3.012  -0.688
C 0.130 1.979 1.723  0.554
O -0.972 1.878 0.973  -0.228
C 1.151 2.995 1.175  -0.885
O 1.412 2.864 -0.205  -0.328
C 2.342 1.857 -0.533  -0.020
C 1.850 0.345 1.251  0.713
O 2.824 -0.369 3.283  -0.744
O 0.731 0.693 1.968  -0.345
H -1.197 2.370 3.002  0.342
H 2.080 2.945 1.757  0.315
H 0.691 3.973 1.312  0.444
H 3.306 2.078 -0.039  0.388
H 2.453 1.879 -1.616  -0.317
C 4.601 0.123 -4.720  -1.076
C 3.195 0.705 -4.884  -0.314
C 2.149 -0.332 -5.211  0.625
C 1.995 -0.753 -6.529  -0.471
C 1.020 -1.671 -6.880  -1.019
C 0.175 -2.164 -5.893  -0.368
C 0.293 -1.767 -4.568  0.656
C -0.651 -2.291 -3.510  1.076
C -0.924 -3.791 -3.593  -1.380
C 1.305 -0.847 -4.206  -0.727
N 1.391 -0.397 -2.896  0.323
C 2.352 -0.860 -2.143  -0.729
C 2.637 -0.507 -0.827  -0.158
C 3.748 -1.064 -0.139  -0.567
C 3.942 -0.877 1.195  -1.489
C 2.866 -0.229 1.910  -0.535
N 1.869 0.531 -0.162  1.613
H 5.338 0.912 -4.551  0.346
H 4.896 -0.437 -5.612  0.341
H 4.637 -0.558 -3.870  0.247
H 3.211 1.452 -5.685  0.521
H 2.905 1.216 -3.966  -0.271
H 2.648 -0.337 -7.292  0.375
H 0.906 -1.988 -7.911  0.349
H -0.597 -2.876 -6.164  0.260
H -1.597 -1.742 -3.574  0.189
H -0.239 -2.046 -2.532  -0.712
H -1.419 -4.077 -4.525  0.384
H -1.563 -4.105 -2.766  0.332
H 0.008 -4.357 -3.522  0.345
H 3.047 -1.608 -2.559  0.181
H 4.433 -1.687 -0.709  0.325
H 4.775 -1.300 1.740  0.320
H 1.989 0.046 3.546  0.412

Cartesian forces (eV/Å) of the 2 atoms listed first:
Sn -0.055 0.020 0.022
C -0.038 -0.015 0.039

## Properties
* charge: -2
* LUMO energy: 0.1703 Ha
* E_HOMO: -0.63 eV
* molar mass: 745.377 g mol⁻¹
* E: -2351.3275 a.u.

Formula: C20H18CdF6N4O4S2Sb
Source: the Open Molecules 2025 dataset
Level of theory: the ωB97M-V functional and the def2-TZVPD basis

Each line ends with the Mulliken charge.
Atoms and positions in Å:
Cd -0.244 0.631 -0.127  1.775
C 1.643 3.270 0.623  -1.648
C 2.222 1.972 1.100  0.699
C 3.214 1.902 2.065  -0.786
C 3.675 0.661 2.473  -0.482
C 3.171 -0.486 1.876  -0.990
C 2.203 -0.356 0.897  0.520
N 1.729 0.851 0.545  0.393
Sb 1.515 -2.215 -0.090  0.785
C 1.929 -1.304 -2.029  0.133
C 2.704 -1.885 -3.019  -1.100
C 2.844 -1.209 -4.224  -0.348
C 2.199 0.003 -4.393  -0.705
C 1.422 0.512 -3.356  0.571
C 0.660 1.795 -3.504  -1.119
N 1.301 -0.136 -2.193  0.256
C -0.669 -2.052 -0.608  0.351
C -2.422 -3.755 -0.317  -0.773
C -3.513 -3.123 -0.698  -0.321
C -3.645 -1.757 -1.211  -0.440
C -2.682 -0.855 -1.375  0.830
C -2.961 0.503 -1.941  -1.534
N -1.279 -1.023 -1.063  -0.064
H 2.000 4.111 1.211  0.427
H 1.928 3.429 -0.420  0.249
H 0.552 3.252 0.689  0.291
H 3.603 2.808 2.507  0.477
H 4.415 0.592 3.259  0.443
H 3.521 -1.468 2.169  0.454
H 3.185 -2.840 -2.855  0.473
H 3.446 -1.626 -5.020  0.436
H 2.288 0.551 -5.320  0.455
H 0.922 2.303 -4.428  0.436
H -0.411 1.584 -3.522  0.094
H 0.860 2.464 -2.664  0.110
H -2.425 -4.773 0.041  0.527
H -4.431 -3.693 -0.633  0.360
H -4.649 -1.477 -1.502  0.408
H -4.021 0.633 -2.143  0.447
H -2.667 1.281 -1.228  0.191
H -2.400 0.654 -2.865  0.187
F -0.129 -2.851 3.286  -0.224
C -1.184 -2.129 3.703  0.586
F -0.784 -1.277 4.625  -0.176
F -2.077 -2.960 4.206  -0.208
S -1.791 -1.199 2.160  0.624
O -0.433 -0.735 1.681  -0.568
O -1.092 -3.281 -0.294  -0.225
N -2.575 0.005 2.880  -0.574
S -2.359 1.482 2.434  0.849
O -3.482 2.300 2.705  -0.588
O -1.807 1.615 1.066  -0.964
C -1.015 2.184 3.528  0.608
F -1.319 2.134 4.806  -0.220
F -0.816 3.457 3.165  -0.235
F 0.133 1.524 3.342  -0.153

Cartesian forces (eV/Å) of the 2 atoms listed first:
Cd -0.317 0.635 -0.896
C 0.012 -0.120 0.005

## Properties
* charge: +1
* LUMO energy: -0.1259 Ha
* E_HOMO: -11.39 eV
* molar mass: 790.682 g mol⁻¹
* E: -3096.1678 a.u.

Formula: H3S3
Source: the Open Molecules 2025 dataset
Level of theory: the ωB97M-V functional and the def2-TZVPD basis

Each line ends with the Mulliken charge.
Atoms and positions in Å:
S -0.762 -0.131 1.868  -0.284
H -0.527 0.993 2.511  0.082
S 1.216 -1.101 -1.362  -0.417
S -1.241 0.812 0.060  -0.580
H 1.140 -0.252 -2.403  0.076
H 0.173 -0.321 -0.673  0.123

Cartesian forces (eV/Å) of the 2 atoms listed first:
S -0.293 -0.169 -0.435
H 0.256 0.394 0.605

## Properties
* charge: -1
* LUMO energy: 0.1321 Ha
* E_HOMO: -2.88 eV
* molar mass: 99.225 g mol⁻¹
* E: -1196.4005 a.u.

Formula: C20H32ClCoNO4S
Source: the Open Molecules 2025 dataset
Level of theory: the ωB97M-V functional and the def2-TZVPD basis

Each line ends with the Mulliken spin population.
Atoms and positions in Å:
Co 0.382 0.206 0.618  2.795
C -1.505 -0.048 1.573  0.067
C -1.311 -1.448 1.400  0.333
C -2.087 -1.843 0.201  0.175
C -2.785 -0.718 -0.201  0.074
C -2.517 0.385 0.641  -0.038
C -3.259 1.690 0.655  0.139
C -4.624 1.522 -0.020  0.024
C -3.454 2.154 2.105  0.026
C -2.458 2.761 -0.103  0.070
C -2.178 -3.179 -0.521  0.016
C -0.836 -3.534 -1.176  0.048
C -2.639 -4.294 0.427  0.024
C -3.215 -3.113 -1.654  0.002
C -0.647 -2.279 2.486  0.036
C -1.789 -2.763 3.402  0.055
C 0.161 -3.478 1.986  0.021
C 0.308 -1.429 3.342  0.017
H -1.327 0.458 2.511  0.007
H -3.467 -0.678 -1.029  0.012
H -5.211 0.732 0.447  -0.006
H -4.525 1.300 -1.081  0.001
H -5.183 2.453 0.067  0.001
H -3.980 1.405 2.697  0.000
H -4.048 3.068 2.114  0.002
H -2.502 2.380 2.585  -0.003
H -2.206 2.435 -1.113  -0.004
H -1.544 3.021 0.421  -0.013
H -3.069 3.659 -0.183  0.002
H 0.006 -3.491 -0.490  -0.013
H -0.634 -2.856 -2.004  -0.006
H -0.888 -4.543 -1.583  0.001
H -1.914 -4.541 1.197  -0.003
H -2.817 -5.199 -0.152  0.002
H -3.575 -4.020 0.913  -0.001
H -2.965 -2.356 -2.396  0.000
H -4.218 -2.917 -1.278  0.000
H -3.238 -4.075 -2.164  0.000
H -2.499 -3.395 2.876  -0.009
H -2.329 -1.915 3.822  0.002
H -1.364 -3.337 4.225  0.004
H -0.438 -4.211 1.453  0.001
H 0.601 -3.981 2.847  0.001
H 0.978 -3.165 1.333  -0.008
H -0.199 -0.646 3.899  -0.002
H 1.112 -0.964 2.758  -0.008
H 0.795 -2.075 4.071  0.001
S 3.590 -2.151 -1.424  0.006
C 2.426 -1.684 -2.584  -0.001
C 1.400 -1.035 -1.984  0.015
N 1.542 -0.893 -0.626  0.019
C 2.673 -1.420 -0.211  0.010
H 2.548 -1.908 -3.627  0.000
H 0.532 -0.629 -2.474  0.001
H 3.000 -1.383 0.816  -0.003
O 2.540 3.343 0.910  0.007
Cl 1.459 2.499 1.178  0.006
O 0.533 3.012 2.118  0.002
O 0.722 2.137 -0.072  0.046
O 1.920 1.152 1.650  0.049

Cartesian forces (eV/Å) of the 2 atoms listed first:
Co 0.329 0.135 -0.196
C -0.066 -0.182 0.159

## Properties
* charge: +1
* LUMO energy (alpha / beta): -0.1077 / -0.1954 Ha
* <S²>: 6.020
* E_HOMO (alpha / beta): -11.80 / -12.76 eV
* molar mass: 476.932 g mol⁻¹
* multiplicity: 5
* E: -3377.6297 a.u.

Formula: C5H2N4O2S
Source: the Open Molecules 2025 dataset
Level of theory: the ωB97M-V functional and the def2-TZVPD basis

Each line ends with the Mulliken charge.
Atoms and positions in Å:
C 2.639 -0.214 0.357  -0.199
C 0.816 -1.269 0.137  0.576
C 0.599 0.095 -0.359  0.442
C -0.354 -1.933 0.021  0.202
C -1.582 -0.303 -0.846  -0.104
N 2.095 -1.371 0.554  -0.620
N -0.561 0.462 -0.815  -0.393
N -1.479 -1.642 -0.390  -0.332
N 1.792 0.710 -0.190  -0.036
O -3.080 0.518 1.438  -0.422
O -3.048 2.295 -0.226  -0.429
S -3.483 0.965 0.126  0.690
H 3.662 0.009 0.592  0.412
H 1.983 1.678 -0.398  0.212

Cartesian forces (eV/Å) of the 2 atoms listed first:
C 0.103 -0.175 0.072
C 0.215 1.538 -0.402

## Properties
* LUMO energy (alpha / beta): -0.0842 / -0.0535 Ha
* E_HOMO (alpha / beta): -8.65 / -9.10 eV
* molar mass: 182.164 g mol⁻¹
* E: -959.2723 a.u.